The following is a DFT calculation (ωB97M-V/def2-TZVPD) of a molecular structure, C10H15BInN2O13 in a non-equilibrium geometry.

```
42
C10H15BInN2O13, DFT ωB97M-V/def2-TZVPD
In 0.987 0.610 -1.242
N -0.871 -1.009 -3.825
O -1.071 -1.043 -2.607
O 0.224 -0.562 -4.181
O -1.753 -1.355 -4.578
O -2.652 6.868 4.209
C -2.653 5.698 3.976
O -2.447 5.068 2.870
B -2.526 3.627 3.123
O -2.667 3.475 4.598
C -2.725 4.647 5.126
O -2.989 5.010 6.240
O -1.323 2.911 2.647
C -1.608 2.268 1.619
O -0.794 1.684 0.901
C -3.165 2.298 1.444
O -3.651 2.999 2.377
O -3.800 1.788 0.506
C -1.963 -1.290 0.589
O -0.525 -1.319 0.493
C -0.009 -2.484 1.210
C 1.459 -2.565 0.785
N 1.680 -2.446 -0.621
C 3.139 -2.470 -1.042
C 3.333 -2.111 -2.627
O 2.849 -0.845 -2.958
C 3.310 -0.357 -4.251
H -2.431 -0.683 -0.186
H -2.324 -1.129 1.605
H -2.348 -2.270 0.307
H -0.587 -3.369 0.942
H -0.129 -2.227 2.263
H 1.759 -3.528 1.199
H 2.102 -1.912 1.375
H 1.368 -3.337 -0.981
H 3.624 -3.444 -0.978
H 3.704 -1.728 -0.477
H 2.775 -2.747 -3.314
H 4.409 -2.157 -2.798
H 4.395 -0.287 -4.177
H 2.990 0.659 -4.480
H 2.903 -0.935 -5.081
```

The orbital gap (alpha / beta) is 7.07 / 2.92 eV. The calculation puts the HOMO energy (alpha / beta) at -8.6982 / -8.6982 eV. The largest force on an atom comes out at 0.097 Eh/bohr. The multiplicity is 2.

List of Löwdin charges in e, atom by atom: In 1.122; N -0.559; O 0.138; O 0.136; O 0.232; O 0.160; C -0.423; O 0.260; B -0.802; O 0.250; C -0.422; O 0.149; O 0.291; C -0.405; O -0.037; C -0.392; O 0.274; O 0.092; C -0.098; O -0.327; C -0.158; C -0.244; N -0.075; C -0.126; C -0.201; O -0.384; C -0.071; H 0.083; H 0.101; H 0.081; H 0.121; H 0.133; H 0.119; H 0.126; H 0.118; H 0.111; H 0.113; H 0.124; H 0.117; H 0.095; H 0.088; H 0.092